[1]
{"formula": "C22H38Cl18O8", "method": "ωB97M-V/def2-TZVPD", "symbols": ["O", "C", "O", "C", "C", "C", "H", "H", "H", "H", "H", "H", "H", "H", "O", "C", "O", "C", "C", "C", "H", "H", "H", "H", "H", "H", "H", "H", "O", "C", "O", "C", "C", "C", "H", "H", "H", "H", "H", "H", "H", "H", "O", "C", "O", "C", "C", "C", "H", "H", "H", "H", "H", "H", "H", "H", "C", "Cl", "Cl", "Cl", "H", "C", "Cl", "Cl", "Cl", "H", "C", "Cl", "Cl", "Cl", "H", "C", "Cl", "Cl", "Cl", "H", "C", "Cl", "Cl", "Cl", "H", "C", "Cl", "Cl", "Cl", "H"], "coordinates": [[8.5973, 16.6569, 15.8422], [7.4614, 17.0538, 15.8016], [6.7218, 16.9937, 14.6288], [7.2617, 16.1994, 13.6042], [6.3225, 16.0983, 12.4519], [6.6192, 17.5174, 16.9447], [7.5731, 15.2584, 14.0479], [8.2564, 16.6127, 13.2211], [5.3117, 15.7390, 12.7050], [6.7921, 15.4340, 11.7501], [6.1671, 17.0546, 12.0061], [6.0740, 16.6014, 17.3027], [5.9133, 18.2550, 16.6869], [7.2555, 17.9830, 17.6940], [11.8348, 16.9139, 12.9446], [11.5272, 15.7753, 12.8982], [11.3958, 15.0123, 11.8132], [11.9035, 15.4645, 10.5004], [11.2361, 14.5282, 9.4885], [11.0987, 14.9742, 14.1574], [12.9967, 15.3878, 10.5071], [11.6739, 16.5254, 10.2724], [11.4958, 14.8306, 8.4335], [10.1599, 14.5616, 9.5782], [11.5732, 13.4927, 9.6218], [10.7179, 14.0089, 13.9199], [10.4023, 15.6068, 14.7478], [12.0562, 14.9648, 14.7524], [11.3438, 9.0512, 7.5303], [12.3713, 8.5752, 7.9668], [13.4220, 9.3530, 8.3573], [13.0804, 10.7824, 8.4516], [13.4234, 11.4901, 7.1725], [12.5510, 7.1167, 8.0849], [13.7133, 11.2279, 9.1911], [12.0052, 10.8942, 8.6475], [12.8308, 11.0713, 6.3432], [14.4270, 11.3235, 6.8965], [13.2039, 12.5489, 7.3029], [12.4191, 6.7618, 7.0923], [11.8953, 6.6057, 8.7974], [13.5539, 6.8879, 8.4441], [9.1850, 12.1094, 10.8361], [8.5773, 11.1955, 10.3017], [8.0465, 10.2531, 11.0848], [8.1036, 10.3768, 12.4852], [6.9961, 11.2622, 13.0764], [8.4681, 10.9155, 8.8258], [9.0309, 10.8044, 12.8203], [8.0514, 9.3987, 12.9435], [6.0261, 11.1113, 12.5440], [7.2573, 12.3244, 12.9199], [6.9378, 11.0785, 14.1523], [8.4339, 11.8635, 8.2831], [7.5575, 10.4177, 8.5265], [9.3889, 10.4488, 8.5090], [16.1274, 13.4195, 16.8965], [15.0773, 12.3205, 17.8752], [17.8794, 12.9870, 17.1266], [15.8209, 15.0924, 17.2277], [15.8566, 13.1324, 15.9143], [13.8686, 19.2874, 11.7021], [14.0195, 18.4110, 10.1727], [12.8700, 20.7298, 11.5022], [15.4962, 19.8458, 12.2688], [13.4737, 18.5834, 12.4504], [16.3576, 14.7656, 12.9083], [14.8900, 15.7072, 12.7406], [17.5132, 15.0643, 11.7043], [15.9207, 13.0001, 13.0104], [16.6704, 15.0413, 13.9125], [11.1585, 18.6964, 15.2589], [12.8824, 19.0637, 15.0879], [10.1841, 19.6551, 14.0727], [10.6768, 18.9149, 16.9781], [11.0620, 17.6267, 15.0621], [9.1827, 19.6345, 9.9608], [9.0902, 18.0136, 10.5440], [7.6498, 20.4563, 10.2046], [9.6626, 19.8219, 8.2212], [9.8862, 20.1858, 10.5432], [10.4985, 15.3236, 18.4242], [11.9976, 14.6333, 17.8471], [10.7037, 16.2149, 19.9094], [9.2686, 14.0327, 18.7806], [10.0045, 15.9559, 17.6831]], "lowdin_charge": [0.05, -0.49, -0.01, -0.27, -0.07, 0.04, 0.12, 0.12, 0.09, 0.07, 0.06, 0.12, 0.07, 0.09, 0.03, -0.59, -0.02, -0.21, -0.07, 0.04, 0.08, 0.07, 0.09, 0.06, 0.06, 0.07, 0.06, 0.08, 0.07, -0.53, 0.00, -0.20, -0.07, 0.02, 0.11, 0.11, 0.09, 0.06, 0.08, 0.08, 0.10, 0.09, 0.07, -0.51, 0.00, -0.24, -0.06, 0.04, 0.11, 0.12, 0.09, 0.06, 0.08, 0.09, 0.09, 0.07, -1.51, 0.49, 0.49, 0.56, -0.06, -1.52, 0.54, 0.52, 0.48, -0.05, -1.56, 0.60, 0.62, 0.49, 0.00, -1.46, 0.56, 0.52, 0.53, -0.03, -1.55, 0.60, 0.53, 0.49, -0.03, -1.54, 0.54, 0.53, 0.47, -0.03], "spin_multiplicity": 1, "total_energy_ha": -9746.44831, "orbital_gap_ev": 10.71, "charge": 0, "homo_energy_ha": -0.3833, "smiles": "CCOC(C)=O.CCOC(C)=O.CCOC(C)=O.CCOC(C)=O.ClC(Cl)Cl.ClC(Cl)Cl.ClC(Cl)Cl.ClC(Cl)Cl.ClC(Cl)Cl.ClC(Cl)Cl"}

[2]
{"formula": "C6H10N", "method": "ωB97M-V/def2-TZVPD", "symbols": ["C", "C", "C", "C", "C", "C", "N", "H", "H", "H", "H", "H", "H", "H", "H", "H", "H"], "coordinates": [[-1.9539, -0.3125, 0.0266], [-0.6160, -0.2949, 0.1460], [-3.2397, -0.3914, -0.0274], [1.0105, -0.5193, 0.4988], [1.7723, -1.6309, -0.1330], [0.5625, 1.9694, 0.0852], [0.4626, 0.5702, -0.3439], [-3.8790, 0.0980, 0.6893], [-3.7315, -0.9365, -0.8176], [1.2379, -0.2148, 1.5095], [1.9741, -1.4337, -1.1864], [1.2273, -2.5745, -0.0808], [2.7204, -1.7622, 0.3832], [1.5854, 2.1885, 0.3914], [0.2843, 2.6358, -0.7288], [-0.1075, 2.1454, 0.9259], [0.6904, 0.4633, -1.3380]], "lowdin_charge": [0.00, -0.03, 0.08, -0.11, -0.02, 0.02, -0.09, 0.09, 0.09, 0.15, 0.10, 0.10, 0.09, 0.11, 0.11, 0.11, 0.19], "relative_energy_ev": 2.593, "spin_multiplicity": 1, "total_energy_ha": -288.98768, "orbital_gap_ev": 11.00, "charge": 1, "homo_energy_ha": -0.5269, "smiles": "C=C=C1[C@@H](C)[N@@H+]1C"}

[3]
{"formula": "C25H31BrN10O6Sr", "method": "ωB97M-V/def2-TZVPD", "symbols": ["Sr", "N", "C", "C", "N", "C", "C", "N", "C", "C", "N", "H", "H", "H", "H", "H", "H", "H", "H", "H", "H", "H", "H", "H", "H", "H", "H", "H", "H", "O", "N", "O", "C", "C", "C", "C", "C", "C", "N", "C", "C", "N", "C", "C", "C", "C", "H", "H", "H", "H", "H", "H", "H", "N", "N", "C", "O", "O", "H", "H", "H", "Br", "C", "C", "N", "C", "C", "C", "C", "O", "O", "H", "H", "H"], "coordinates": [[-0.3963, -0.2290, -0.0537], [2.2529, 0.1246, 0.5893], [3.0233, -1.0998, 0.7926], [2.1547, -2.1704, 1.4290], [0.9949, -2.5760, 0.6213], [0.0854, -3.3616, 1.4707], [-1.3196, -3.4989, 0.9087], [-2.0291, -2.2197, 1.0188], [1.3967, -3.3169, -0.5855], [0.7996, -2.7959, -1.8869], [1.1196, -1.3800, -2.1012], [2.8302, 0.8827, 0.2499], [1.8262, 0.4211, 1.4635], [3.8927, -0.9616, 1.4466], [3.4125, -1.4329, -0.1733], [1.7670, -1.7711, 2.3684], [2.7858, -3.0397, 1.6712], [0.0089, -2.8523, 2.4344], [0.5046, -4.3623, 1.6557], [-1.8222, -4.3091, 1.4482], [-1.2908, -3.7909, -0.1437], [-2.1894, -2.0084, 2.0018], [-2.9360, -2.2824, 0.5700], [1.1225, -4.3738, -0.4864], [2.4874, -3.2992, -0.6717], [-0.2890, -2.8710, -1.8656], [1.1534, -3.4471, -2.6957], [0.6764, -1.0541, -2.9525], [2.1182, -1.2430, -2.2063], [-0.5263, 7.7910, -2.8323], [-0.2009, 6.6974, -3.2444], [0.1256, 6.4542, -4.3902], [-0.1122, 5.6008, -2.2673], [0.2298, 5.9451, -1.0133], [0.3991, 4.9400, -0.0141], [0.7241, 5.2595, 1.3158], [0.8454, 4.2497, 2.2296], [0.6640, 2.9263, 1.7962], [0.3866, 2.5996, 0.5502], [0.2303, 3.5890, -0.3491], [-0.1776, 3.2349, -1.6983], [-0.4125, 1.9328, -1.9547], [-0.8696, 1.5997, -3.1430], [-1.1092, 2.5300, -4.1610], [-0.8468, 3.8514, -3.9291], [-0.3635, 4.2412, -2.6654], [0.3777, 6.9871, -0.7642], [0.8583, 6.2967, 1.5980], [1.0713, 4.4474, 3.2679], [0.7212, 2.1002, 2.4977], [-1.0840, 0.5477, -3.2922], [-1.5023, 2.1984, -5.1117], [-1.0128, 4.5885, -4.6995], [-2.3534, 1.2764, 1.1049], [-2.3139, 0.9485, 2.4761], [-1.3124, 0.0820, 2.9759], [-1.5807, -0.5145, 4.0185], [-0.2320, 0.0163, 2.2946], [-2.4257, 2.2799, 0.9923], [-3.1397, 0.8516, 0.6165], [-3.1975, 0.8498, 2.9520], [-3.7979, -5.3553, -4.5168], [-4.4035, -3.6831, -3.8656], [-5.7187, -3.2986, -4.0749], [-6.1982, -2.1387, -3.6368], [-5.3728, -1.3335, -2.9713], [-4.0401, -1.6373, -2.7183], [-3.5442, -2.8451, -3.1837], [-3.1597, -0.6810, -1.9364], [-3.6874, 0.3235, -1.4427], [-1.9367, -1.0166, -1.8356], [-6.4017, -3.9476, -4.6102], [-5.7754, -0.3956, -2.6104], [-2.5105, -3.1076, -3.0062]], "lowdin_charge": [1.40, -0.04, -0.25, -0.20, -0.20, -0.19, -0.23, -0.01, -0.18, -0.25, -0.03, 0.08, 0.03, 0.12, 0.10, 0.12, 0.13, 0.12, 0.13, 0.12, 0.10, 0.08, 0.09, 0.13, 0.12, 0.08, 0.12, 0.07, 0.08, 0.09, -0.34, 0.08, -0.08, 0.07, -0.13, 0.00, -0.02, -0.11, 0.10, -0.14, -0.13, 0.10, -0.11, -0.01, 0.01, -0.06, 0.13, 0.12, 0.11, 0.10, 0.09, 0.11, 0.11, -0.03, -0.02, -0.79, 0.00, -0.27, 0.08, 0.06, 0.13, 0.72, -0.67, -0.19, 0.07, -0.08, -0.11, -0.06, -0.65, 0.00, -0.22, 0.10, 0.12, 0.10], "relative_energy_ev": 0.000, "spin_multiplicity": 1, "total_energy_ha": -4575.14085, "orbital_gap_ev": 7.59, "charge": 0, "homo_energy_ha": -0.3193}